Run P
{
  "formula": "C5H13NO2",
  "method": "the ωB97M-V functional and the def2-TZVPD basis",
  "e_lumo_ev": 0.84,
  "orbital_gap_ev": 8.9297,
  "smiles": "C[C@H](CO)[C@H](N)CO",
  "homo_ev": -8.1,
  "symbols": ["O", "O", "N", "C", "C", "C", "C", "C", "H", "H", "H", "H", "H", "H", "H", "H", "H", "H", "H", "H", "H"],
  "coordinates": [[0.1475, -1.9096, 1.8736], [0.6673, -0.8797, -2.5861], [1.4483, 1.1444, 0.6687], [-1.4947, 0.8606, -0.2972], [0.9460, 0.0412, -0.0534], [1.0705, 0.2706, -1.8741], [-0.4928, -0.2394, -0.0047], [-0.7404, -0.8100, 1.7047], [-1.0590, 1.8589, -0.3965], [1.5641, -0.8456, 0.0907], [-2.0128, 0.6615, -1.2373], [1.9699, 0.8666, 1.4927], [0.7830, 1.8840, 0.8546], [0.6318, 1.1783, -2.3025], [-1.7783, -1.1490, 1.7873], [-0.2398, -0.7345, -2.8986], [-0.5574, -0.0394, 2.4600], [-2.2551, 0.9487, 0.4853], [-0.0106, -2.3042, 2.7423], [-0.7337, -1.1897, -0.4802], [2.1461, 0.3865, -2.0293]]
}

***

Run Q
{
  "formula": "C5H13NO2",
  "method": "the ωB97M-V functional and the def2-TZVPD basis",
  "e_lumo_ev": 0.77,
  "orbital_gap_ev": 9.6316,
  "smiles": "C=CC/C=C/N.O.O",
  "homo_ev": -8.9,
  "symbols": ["O", "O", "N", "C", "C", "C", "C", "C", "H", "H", "H", "H", "H", "H", "H", "H", "H", "H", "H", "H", "H"],
  "coordinates": [[-0.4096, 3.0879, 1.4788], [-2.5299, 0.1447, 2.0518], [0.5015, 0.4343, -3.4133], [0.4244, -0.4525, 0.9195], [0.8110, -0.0461, -2.0894], [0.5818, -1.5241, -0.0826], [0.5369, -1.2320, -1.5477], [0.8479, -0.6452, 2.1666], [1.4860, -1.4579, 2.5127], [0.8272, -0.0921, -4.2053], [-0.3877, 0.8856, -3.5220], [0.4718, 0.0254, 2.9233], [-0.3293, 3.2896, 0.5405], [1.4043, -2.2335, 0.0703], [-1.5967, 0.2511, 1.8171], [0.3501, -2.0268, -2.2462], [-0.1778, 0.4210, 0.7121], [-0.2052, -2.2998, 0.1148], [-1.1081, 3.0948, 2.1432], [1.3820, 0.7991, -1.6956], [-2.8807, -0.4237, 1.3514]]
}

***

Tell me which of them is the least stable. Sure, it is run Q.

***

Run P
{
  "formula": "C5H13NO2",
  "method": "the ωB97M-V functional and the def2-TZVPD basis",
  "e_lumo_ev": 0.86,
  "orbital_gap_ev": 9.4268,
  "smiles": "C[C@H](NO)C(C)(C)O",
  "homo_ev": -8.6,
  "symbols": ["O", "O", "N", "C", "C", "C", "C", "C", "H", "H", "H", "H", "H", "H", "H", "H", "H", "H", "H", "H", "H"],
  "coordinates": [[2.5440, 0.1783, 0.0478], [-0.6179, 1.8696, -0.6877], [1.7369, 0.1806, -1.1629], [-0.4780, 0.6672, 0.0081], [0.1216, -0.3981, -0.8203], [-2.1151, -0.0939, 0.0225], [-0.0002, 0.8661, 1.4306], [0.3205, -1.7956, -0.2671], [-2.5566, 0.0383, 1.0127], [0.5041, -1.7959, 0.8083], [1.0330, 1.2288, 1.4350], [-0.5526, -2.4206, -0.4734], [-2.7068, 0.5034, -0.6734], [-0.2776, -0.4021, -1.8342], [-0.0569, -0.0529, 2.0145], [1.6978, 1.1735, -1.4022], [-0.6100, 1.6218, 1.9363], [3.2109, -0.4996, -0.1494], [1.1745, -2.2721, -0.7554], [-2.3206, -1.1394, -0.2072], [-0.0512, 2.5427, -0.2826]]
}

***

Run Q
{
  "formula": "C5H13NO2",
  "method": "the ωB97M-V functional and the def2-TZVPD basis",
  "e_lumo_ev": 0.08,
  "orbital_gap_ev": 8.5347,
  "smiles": "[H]/N=C\\C.CC=O.CO",
  "homo_ev": -8.5,
  "symbols": ["O", "O", "N", "C", "C", "C", "C", "C", "H", "H", "H", "H", "H", "H", "H", "H", "H", "H", "H", "H", "H"],
  "coordinates": [[1.0848, -1.1342, -0.6451], [-1.0281, -0.3701, -1.5080], [-0.3359, 0.4703, 2.1571], [-1.5904, -0.3104, -0.3706], [-0.0429, 0.6888, 0.9428], [-1.8856, -1.5427, 0.4283], [2.2780, -0.6062, -1.2090], [0.3118, 2.0265, 0.3405], [-2.2531, 0.5442, -0.1842], [-0.0754, 2.0925, -0.6776], [0.1682, -0.9191, -1.2742], [2.6651, -1.2964, -1.9620], [-2.8611, -1.9247, 0.1130], [-0.3575, 1.3276, 2.7239], [-1.1302, -2.3088, 0.2613], [3.0220, -0.4855, -0.4188], [0.5212, -0.2946, 0.2592], [-1.9224, -1.3056, 1.4901], [1.3988, 2.1241, 0.2715], [2.1041, 0.3680, -1.6776], [-0.0715, 2.8564, 0.9395]]
}

***

Tell me which of them is the least stable. Sure, it is run Q.

***

Run P
{
  "formula": "C5H13NO2",
  "method": "the ωB97M-V functional and the def2-TZVPD basis",
  "e_lumo_ev": 0.52,
  "orbital_gap_ev": 9.9776,
  "smiles": "CN=C(O)O.CCC",
  "homo_ev": -9.5,
  "symbols": ["O", "O", "N", "C", "C", "C", "C", "C", "H", "H", "H", "H", "H", "H", "H", "H", "H", "H", "H", "H", "H"],
  "coordinates": [[-2.1629, -0.5949, -0.2749], [-2.1178, 1.6598, -0.2569], [-0.9085, 0.6213, 1.3391], [-0.7432, -0.5422, 2.1846], [-1.5580, 0.5320, 0.2369], [1.7084, 0.8035, 0.0795], [1.0720, 0.4653, -1.2314], [1.2113, -0.9918, -1.6547], [-0.1248, -0.2439, 3.0294], [-2.5162, 1.4513, -1.1132], [-0.0693, 0.6335, -1.0363], [0.8120, 0.8199, 0.8427], [-1.6996, -0.9082, 2.5710], [-0.2468, -1.3665, 1.6615], [2.4328, 0.0615, 0.4105], [0.6187, -1.1994, -2.5422], [2.1464, 1.7984, 0.0925], [0.8562, -1.6542, -0.8647], [1.4009, 1.1280, -2.0312], [2.2557, -1.2366, -1.8585], [-2.3674, -1.2368, 0.4164]]
}

***

Run Q
{
  "formula": "C5H13NO2",
  "method": "the ωB97M-V functional and the def2-TZVPD basis",
  "e_lumo_ev": 0.82,
  "orbital_gap_ev": 9.0550,
  "smiles": "OCCCNCCO",
  "homo_ev": -8.2,
  "symbols": ["O", "O", "N", "C", "C", "C", "C", "C", "H", "H", "H", "H", "H", "H", "H", "H", "H", "H", "H", "H", "H"],
  "coordinates": [[0.9413, -3.8675, -0.9027], [-0.7179, 3.7654, 0.3719], [-0.5079, 0.2807, 0.5601], [0.6774, -0.1518, -0.0347], [0.4168, -1.5347, -0.6988], [-1.2411, 1.4181, 0.0180], [-0.7820, 2.5812, 1.0121], [1.2567, -2.6522, -0.1856], [-1.2552, 3.8525, -0.4688], [-2.4875, 1.5357, 0.2116], [-1.5785, 2.6425, 1.7996], [0.1437, 2.5270, 1.4685], [-0.8949, 1.6915, -1.0053], [1.2093, 0.4389, -0.8009], [0.6313, -1.4164, -1.6785], [2.3538, -2.5785, -0.2378], [1.5539, 0.0005, 0.6247], [0.5832, -3.6933, -1.8279], [-0.7425, -1.9176, -0.6411], [0.8914, -3.1841, 0.8291], [-0.4514, 0.2623, 1.5863]]
}

***

Tell me which of them is the least stable. Sure, it is run Q.

***

Run P
{
  "formula": "C10H18O2",
  "method": "the ωB97M-V functional and the def2-TZVPD basis",
  "e_lumo_ev": 0.84,
  "orbital_gap_ev": 11.0632,
  "smiles": "CCCCCC[C@H]1COC(=O)C1",
  "homo_ev": -10.2,
  "symbols": ["O", "O", "C", "C", "C", "C", "C", "C", "C", "C", "C", "C", "H", "H", "H", "H", "H", "H", "H", "H", "H", "H", "H", "H", "H", "H", "H", "H", "H", "H"],
  "coordinates": [[-3.3041, -3.0721, 0.2857], [-4.0346, -0.8984, 0.3557], [-1.0783, 1.0862, -0.6353], [2.1496, 0.7919, -0.3125], [-2.1759, -1.2246, -0.9323], [-3.1952, 0.2551, 0.6250], [-3.2027, -1.9141, -0.0718], [-1.8180, -0.0651, 0.0315], [3.3357, -0.0383, 0.2183], [-0.1153, 1.7971, 0.3137], [1.0795, 0.9705, 0.7550], [3.2750, -1.5182, -0.1921], [-0.5922, 0.7583, -1.5492], [2.7866, -1.6560, -1.1498], [0.2228, 2.7301, -0.1294], [4.2818, 0.3775, -0.1088], [2.7317, -2.0985, 0.5486], [4.2724, -1.9427, -0.2319], [-3.6944, 1.1256, 0.2178], [-3.1559, 0.3397, 1.7072], [1.7499, 0.2776, -1.1836], [1.5481, 1.4772, 1.5969], [-1.8369, 1.8075, -0.9365], [3.3050, -0.0031, 1.3034], [0.7948, -0.0154, 1.1156], [-1.2177, -0.5441, 0.7992], [-2.6583, -0.8561, -1.8292], [-0.6861, 2.0855, 1.1975], [-1.2802, -1.7899, -1.1530], [2.5129, 1.7568, -0.6556]]
}

***

Run Q
{
  "formula": "C10H18O2",
  "method": "the ωB97M-V functional and the def2-TZVPD basis",
  "e_lumo_ev": 0.74,
  "orbital_gap_ev": 9.8397,
  "smiles": "C#CC(C)(C)O.CC(C)=CCO",
  "homo_ev": -9.1,
  "symbols": ["O", "O", "C", "C", "C", "C", "C", "C", "C", "C", "C", "C", "H", "H", "H", "H", "H", "H", "H", "H", "H", "H", "H", "H", "H", "H", "H", "H", "H", "H"],
  "coordinates": [[2.4023, 0.7711, -1.5402], [-0.4058, -1.8834, 1.8765], [1.4192, -1.1462, -0.8253], [3.8677, -0.6040, -0.3429], [2.1068, 0.9452, 0.5751], [1.8653, 1.8867, 1.3002], [-0.9581, -0.5803, 1.7367], [-1.6644, 1.3125, -0.6128], [-2.5963, 0.3005, -0.0083], [-2.2385, -0.5766, 0.9447], [2.4064, -0.0792, -0.3888], [-3.9652, 0.2845, -0.6305], [-4.6246, -0.4173, -0.0862], [1.3626, -2.0058, -0.1563], [1.7586, -1.5603, -1.7682], [4.0587, -1.2454, -1.2130], [0.4439, -0.6821, -0.9811], [-1.5124, 1.0791, -1.6750], [-4.4190, 1.2905, -0.6609], [-1.1724, -0.2324, 2.7670], [-2.1278, 2.3152, -0.5323], [-2.9569, -1.3299, 1.2833], [-3.8971, -0.0444, -1.6817], [1.7577, 2.6967, 1.9919], [-0.6918, 1.3485, -0.1123], [-0.2017, 0.0880, 1.2853], [-0.1948, -2.2318, 0.9841], [4.1129, -1.1775, 0.5388], [4.5488, 0.2600, -0.4292], [1.5158, 1.2183, -1.6387]]
}

***

Tell me which of them is the least stable. Sure, it is run Q.